(i)
# H2INS

A molecular structure, H2INS (the ωB97M-V functional and the def2-TZVPD basis, the Open Molecules 2025 dataset).

Last column: Löwdin charge in e.
Element x y z (Å)
N  0.45  0.02  0.02  -0.1058
S  1.29  2.00  -0.88  -0.0979
I  0.16  3.42  0.50  0.3243
H  -0.30  -0.14  -0.61  -0.0437
H  1.21  -0.46  -0.39  -0.0769

Properties
LUMO energy: -1.326 eV
Total charge: 0
Kohn-Sham gap: 7.52 eV
Molecular weight: 174.99 u


(ii)
# H2INS

H2INS in the gas phase (the ωB97M-V functional and the def2-TZVPD basis, the Open Molecules 2025 dataset).

Last column: Löwdin charge in e.
Element x y z (Å)
N  -0.54  -0.47  -0.21  -0.4919
S  0.52  0.69  -0.18  0.3705
I  3.06  -0.02  0.05  0.1296
H  -0.87  -0.40  -1.29  0.0356
H  0.53  0.84  1.26  -0.0438

Properties
LUMO energy: -1.351 eV
Total charge: 0
Kohn-Sham gap: 7.98 eV
Molecular weight: 174.99 u


Unit: kJ/mol. Relative energies: (i) 10.2; (ii) 0.0.


(i)
# C4H12NOS

2 unconnected molecules or ions with the total composition C4H12NOS (the ωB97M-V functional and the def2-TZVPD basis, the Open Molecules 2025 dataset).

Last column: Löwdin spin population.
Element x y z (Å)
C  0.84  -1.22  0.74  0.0034
C  -0.39  -1.79  1.42  0.0985
S  0.07  -2.96  2.78  0.8631
C  0.61  -0.32  -0.50  -0.0005
N  0.21  1.09  -0.25  0.0001
C  -1.17  1.24  0.22  0.0007
H  1.44  -0.65  1.50  0.0011
H  1.43  -2.04  0.41  0.0003
H  -1.02  -2.34  0.67  0.0201
H  -0.97  -1.01  1.83  0.0127
H  1.54  -0.25  -1.12  -0.0001
H  -0.13  -0.79  -1.10  0.0002
H  0.82  1.49  0.44  0.0000
H  -1.92  0.78  -0.53  0.0000
H  -1.43  2.32  0.28  0.0001
H  -1.34  0.80  1.25  0.0003
H  0.45  1.84  -1.90  0.0000
H  0.27  1.57  -3.37  0.0000
O  0.68  2.24  -2.75  0.0000

Properties
Expectation value of S²: 0.753
LUMO energy (alpha / beta): 0.793 / -2.154 eV
Multiplicity: 2
Total charge: 0
Kohn-Sham gap (alpha / beta): 10.18 / 6.95 eV
Molecular weight: 122.21 u


(ii)
# C4H12NOS

2 unconnected molecules or ions with the total composition C4H12NOS (the ωB97M-V functional and the def2-TZVPD basis, the Open Molecules 2025 dataset).

Last column: Löwdin spin population.
Element x y z (Å)
C  1.90  -1.91  0.23  0.0016
N  1.41  -0.72  -0.52  0.0098
C  0.30  0.02  0.21  0.0426
C  -0.50  0.75  -0.87  0.0774
S  -1.84  1.60  0.05  0.8216
C  1.05  0.98  1.18  0.0145
H  2.81  -1.59  0.73  0.0003
H  1.21  -2.05  1.05  0.0002
H  2.12  -2.79  -0.37  -0.0001
H  2.17  -0.10  -0.81  0.0007
H  -0.26  -0.72  0.77  0.0030
H  0.23  1.50  -1.29  0.0051
H  -0.80  0.05  -1.65  0.0038
H  1.70  0.57  1.92  0.0001
H  0.25  1.44  1.77  0.0113
H  1.42  1.86  0.62  0.0003
H  -3.97  0.54  -0.33  0.0025
H  -4.50  0.31  -1.81  0.0004
O  -4.71  0.26  -0.88  0.0049

Properties
Expectation value of S²: 0.753
LUMO energy (alpha / beta): 0.906 / -2.287 eV
Multiplicity: 2
Total charge: 0
Kohn-Sham gap (alpha / beta): 9.72 / 6.52 eV
Molecular weight: 122.21 u


Unit: kJ/mol. Relative energies: (i) 0.0; (ii) 42.3.


(i)
# C2HClN2O

C2HClN2O in the gas phase (the ωB97M-V functional and the def2-TZVPD basis, the Open Molecules 2025 dataset).

Last column: Löwdin charge in e.
Element x y z (Å)
N  -2.73  -0.48  0.01  0.1203
C  -1.63  -0.23  0.08  -0.0820
N  -0.06  0.50  0.17  0.0785
C  0.99  -0.31  0.05  -0.9410
O  1.00  -1.50  0.04  0.0740
Cl  2.44  0.74  0.05  0.6737
H  0.01  1.29  -0.40  0.0766

Properties
LUMO energy: -0.609 eV
Total charge: 0
Kohn-Sham gap: 11.14 eV
Molecular weight: 104.50 u
Structure (SMILES): N#CNC(=O)Cl


(ii)
# C2HClN2O

2 unconnected molecules or ions with the total composition C2HClN2O (the ωB97M-V functional and the def2-TZVPD basis, the Open Molecules 2025 dataset).

Last column: Löwdin charge in e.
Element x y z (Å)
C  -1.00  0.73  0.23  -0.4196
C  -0.37  -0.03  -0.66  -0.6168
N  -1.49  1.30  1.08  0.1778
N  0.86  -0.88  1.06  0.1023
O  1.98  -0.72  0.93  0.0387
Cl  0.97  0.49  -1.66  0.6311
H  -0.95  -0.90  -0.97  0.0866

Properties
LUMO energy (alpha / beta): -0.712 / -1.137 eV
Total charge: 0
Kohn-Sham gap (alpha / beta): 8.33 / 8.06 eV
Molecular weight: 104.50 u


(iii)
# C2HClN2O

2 unconnected molecules or ions with the total composition C2HClN2O (the ωB97M-V functional and the def2-TZVPD basis, the Open Molecules 2025 dataset).

Last column: Löwdin charge in e.
Element x y z (Å)
C  1.80  0.30  -0.06  -0.0369
C  -1.00  0.30  0.08  -0.9433
N  2.82  0.76  -0.18  0.0814
N  0.00  -0.54  0.15  0.1193
O  -1.12  1.47  0.14  0.0845
Cl  -2.50  -0.78  0.00  0.6045
H  0.01  -1.51  -0.13  0.0904

Properties
LUMO energy: -2.695 eV
Total charge: 0
Kohn-Sham gap: 9.07 eV
Molecular weight: 104.50 u


Unit: kJ/mol. Relative energies: (i) 0.0; (ii) 207.9; (iii) 147.3.